C4H7NO3 | ωB97M-V with the def2-TZVPD basis set

Each line ends with the natural charge from an NBO analysis.
Positions of all 15 atoms, in Å:
O 1.914 -0.133 -1.288  -0.710
O 1.617 -1.628 1.539  -0.638
O 0.326 -1.789 -1.061  -0.539
N 0.439 0.382 1.266  -0.418
C 1.103 -0.610 0.857  0.427
C 0.883 -0.768 -0.649  0.718
C -1.903 0.560 0.179  -0.634
C -0.483 1.021 -0.066  -0.305
H -2.038 -0.475 -0.144  0.221
H 1.719 0.801 -1.488  0.503
H -0.288 1.102 -1.140  0.203
H -2.171 0.624 1.236  0.230
H -0.353 2.070 0.210  0.218
H 1.841 -2.348 0.922  0.507
H -2.606 1.192 -0.373  0.217

For the total energy, the calculation gives -11891.09399 eV. Its charge is 0. The value obtained for the frontier orbital gap is 10.016 eV. The calculation puts the largest force on an atom at 6.0 eV Å⁻¹. For the energy above the lowest of the compared OMol25 structures with the same formula, charge and spin, the calculation gives 96.5 kcal/mol. Its structure (SMILES) is CC/N=C(/O)C(=O)O.


C4H7NO3 | ωB97M-V with the def2-TZVPD basis set

Each line ends with the natural charge from an NBO analysis.
Positions of all 15 atoms, in Å:
O -2.110 -1.370 -1.361  -0.593
O -0.707 -0.020 -2.435  -0.688
O -0.058 -0.621 2.425  -0.523
N -1.267 0.418 -0.213  -0.643
C 0.809 -0.844 1.621  0.450
C 1.112 0.004 0.415  -0.543
C -1.416 -0.391 -1.327  0.875
C 0.021 1.030 0.116  -0.237
H 1.536 -1.667 1.779  0.114
H 1.318 -0.686 -0.412  0.227
H 2.065 0.488 0.625  0.246
H 0.341 1.717 -0.662  0.199
H -1.595 -0.108 0.589  0.408
H 0.101 0.447 -2.184  0.475
H -0.147 1.603 1.025  0.233

For the total energy, the calculation gives -11894.14756 eV. Its charge is 0. The value obtained for the frontier orbital gap is 10.618 eV. The calculation puts the largest force on an atom at 0.7 eV Å⁻¹. For the energy above the lowest of the compared OMol25 structures with the same formula, charge and spin, the calculation gives 26.1 kcal/mol. Its structure (SMILES) is O=CCCNC(=O)O.


C4H7NO3 | ωB97M-V with the def2-TZVPD basis set

Each line ends with the natural charge from an NBO analysis.
Positions of all 15 atoms, in Å:
O 1.817 -1.306 0.207  -0.644
O -0.760 0.743 0.265  -0.573
O -0.904 -0.445 2.238  -0.567
N 0.298 -0.880 1.898  -0.293
C -0.424 -0.616 -0.326  0.023
C 0.092 0.146 -1.602  -0.465
C 0.660 -1.104 0.622  0.560
C -0.179 1.409 -0.815  -0.043
H -1.118 0.300 1.413  0.503
H 0.705 1.790 -0.331  0.184
H -0.459 -0.196 -2.595  0.234
H -0.742 2.332 -1.297  0.192
H 1.205 0.293 -1.726  0.257
H -1.381 -1.301 -0.511  0.235
H 1.190 -1.166 2.562  0.397

For the total energy, the calculation gives -11888.97930 eV. Its charge is 0. The value obtained for the frontier orbital gap is 9.390 eV. The calculation puts the largest force on an atom at 6.4 eV Å⁻¹. For the energy above the lowest of the compared OMol25 structures with the same formula, charge and spin, the calculation gives 145.2 kcal/mol.


C4H7NO3 | ωB97M-V with the def2-TZVPD basis set

Each line ends with the natural charge from an NBO analysis.
Positions of all 15 atoms, in Å:
O 2.550 0.042 1.079  -0.694
O -2.462 0.917 -0.236  -0.520
O 1.618 1.933 1.891  -0.637
N 0.421 0.625 0.494  -0.648
C -0.876 -0.733 -1.110  -0.536
C -2.162 0.069 -1.028  0.456
C 1.581 0.988 1.137  0.876
C 0.026 -0.692 0.090  -0.225
H -0.229 1.384 0.374  0.422
H 0.973 -1.228 -0.120  0.224
H -2.832 -0.201 -1.876  0.100
H -0.284 -0.349 -1.955  0.246
H 3.074 0.300 1.837  0.501
H -1.119 -1.722 -1.517  0.242
H -0.278 -1.333 0.941  0.193

For the total energy, the calculation gives -11894.04405 eV. Its charge is 0. The value obtained for the frontier orbital gap is 10.278 eV. The calculation puts the largest force on an atom at 2.8 eV Å⁻¹. For the energy above the lowest of the compared OMol25 structures with the same formula, charge and spin, the calculation gives 28.4 kcal/mol. Its structure (SMILES) is O=CCCNC(=O)O.


C4H7NO3 | ωB97M-V with the def2-TZVPD basis set

Each line ends with the natural charge from an NBO analysis.
Positions of all 15 atoms, in Å:
O -0.565 -1.046 -2.513  -0.520
O 1.423 1.792 0.661  -0.593
O -0.708 2.109 1.279  -0.690
N -1.127 -0.618 0.984  -0.830
C 0.282 1.418 0.682  0.781
C 0.793 -0.762 -0.516  -0.524
C 0.386 -1.345 -1.849  0.465
C -0.281 0.142 0.075  -0.171
H -0.733 -0.941 1.851  0.368
H -2.026 -0.173 1.125  0.378
H 1.117 -2.112 -2.194  0.099
H -0.350 2.920 1.662  0.498
H 0.960 -1.635 0.109  0.234
H -0.925 0.505 -0.720  0.243
H 1.754 -0.254 -0.636  0.262

For the total energy, the calculation gives -11894.07635 eV. Its charge is 0. The value obtained for the frontier orbital gap is 10.116 eV. The calculation puts the largest force on an atom at 1.0 eV Å⁻¹. For the energy above the lowest of the compared OMol25 structures with the same formula, charge and spin, the calculation gives 27.7 kcal/mol. Its structure (SMILES) is N[C@H](CC=O)C(=O)O.


C4H7NO3S3 | ωB97M-V with the def2-TZVPD basis set

Each line ends with the Mulliken spin population.
Positions of all 18 atoms, in Å:
S 1.980 -1.018 1.490  0.010
S 1.896 0.192 4.098  0.480
S -1.335 0.767 3.629  0.191
O 0.193 -1.383 4.258  0.143
O 1.950 0.312 2.474  0.082
O 2.998 -0.764 0.544  0.007
N 1.625 -1.382 4.446  0.832
C 0.565 0.787 0.031  -0.002
C -0.063 -0.120 4.030  0.255
C 0.479 -0.700 0.508  0.001
C 0.191 0.981 -1.474  0.001
H 0.530 -1.385 -0.208  0.000
H 0.803 0.470 -2.139  0.000
H 1.717 0.951 -0.029  0.002
H -0.128 1.419 0.585  -0.001
H 0.274 2.022 -1.474  0.000
H -0.442 -0.765 1.022  -0.002
H -0.941 0.702 -1.499  0.001

For the total energy, the calculation gives -44390.61834 eV. Its charge is 0. The value obtained for the frontier orbital gap (spin up / spin down) is 6.494 / 6.537 eV. The spin multiplicity is 3. The calculation puts the largest force on an atom at 5.5 eV Å⁻¹.


C4H7NO4 | ωB97M-V with the def2-TZVPD basis set

Each line ends with the natural charge from an NBO analysis.
Positions of all 16 atoms, in Å:
O 2.371 1.068 -0.274  -0.530
O -1.318 0.217 1.326  -0.719
O 1.341 -1.340 -0.563  -0.719
O -1.265 2.086 -0.446  -0.537
N -1.390 -1.284 -0.448  -0.870
C -0.702 -0.257 0.205  0.356
C 0.808 -0.563 0.467  -0.055
C 1.481 0.796 0.507  0.404
C -0.628 1.138 -0.832  0.370
H 1.153 1.470 1.312  0.154
H -1.645 1.130 1.111  0.501
H -0.808 -1.813 -1.086  0.402
H 0.882 -1.078 1.433  0.200
H -2.035 -1.794 0.142  0.399
H -0.278 1.012 -1.871  0.150
H 2.032 -0.790 -0.981  0.494

For the total energy, the calculation gives -13940.08243 eV. Its charge is 0. The value obtained for the frontier orbital gap is 9.055 eV. The calculation puts the largest force on an atom at 3.4 eV Å⁻¹. For the energy above the lowest of the compared OMol25 structures with the same formula, charge and spin, the calculation gives 58.9 kcal/mol. Its structure (SMILES) is N[C@](O)(C=O)[C@@H](O)C=O.


C4H7NO5 | ωB97M-V with the def2-TZVPD basis set

Each line ends with the natural charge from an NBO analysis.
Positions of all 17 atoms, in Å:
O -0.612 1.837 0.398  -0.637
O -2.204 0.442 -0.998  -0.703
O -1.725 -1.518 0.122  -0.704
O 2.415 -0.285 0.349  -0.737
O 2.005 1.564 -0.878  -0.583
N -0.037 -0.060 1.734  -0.833
C -0.235 0.683 0.580  0.585
C -0.006 -0.539 -1.206  -0.277
C 1.598 0.625 -0.265  0.670
C -1.243 -0.404 -0.545  0.412
H 3.336 -0.016 0.185  0.489
H 0.178 0.075 -2.075  0.257
H -0.384 -1.010 1.677  0.405
H 0.586 -1.428 -1.043  0.246
H -2.600 -1.283 0.460  0.500
H -1.964 1.329 -0.620  0.509
H 0.892 -0.012 2.124  0.403

For the total energy, the calculation gives -15985.43424 eV. Its charge is 0. The value obtained for the frontier orbital gap is 7.727 eV. The calculation puts the largest force on an atom at 0.6 eV Å⁻¹. For the energy above the lowest of the compared OMol25 structures with the same formula, charge and spin, the calculation gives 103.7 kcal/mol.